(1)
The following is a quantum chemistry calculation of one molecule with the formula C17H18N2O3S, from OMol25.

Each line ends with the natural charge from an NBO analysis.
Positions of all 41 atoms, in Å:
C -6.289 -1.532 -0.463  -0.251
H -7.288 -1.427 -0.045  0.201
O -5.529 -0.494 0.105  -0.480
C -4.224 -0.378 -0.246  0.264
C -3.554 -1.212 -1.127  -0.304
C -2.215 -1.005 -1.418  -0.180
C -1.520 0.044 -0.830  -0.109
C -2.191 0.890 0.063  -0.285
C -3.523 0.695 0.360  0.333
O -4.258 1.462 1.211  -0.496
C -3.623 2.548 1.838  -0.251
H -3.253 3.275 1.108  0.177
H -2.793 2.218 2.472  0.175
H -4.387 3.016 2.457  0.200
H -1.625 1.694 0.503  0.237
C -0.121 0.244 -1.137  0.058
N 0.523 1.201 -0.591  -0.261
N 1.845 1.414 -0.810  -0.444
C 2.747 0.714 -1.549  0.651
O 2.482 -0.165 -2.338  -0.597
C 4.181 1.140 -1.272  -0.619
H 4.864 0.494 -1.822  0.242
H 4.352 2.178 -1.557  0.246
S 4.532 1.048 0.525  0.222
C 3.540 -0.385 0.923  -0.197
C 3.711 -1.572 0.228  -0.163
C 2.876 -2.641 0.499  -0.217
C 1.891 -2.531 1.466  -0.207
C 1.746 -1.351 2.176  -0.202
C 2.569 -0.273 1.906  -0.221
H 2.459 0.657 2.443  0.222
H 0.981 -1.262 2.933  0.218
H 1.236 -3.365 1.666  0.216
H 2.997 -3.561 -0.052  0.217
H 4.477 -1.658 -0.526  0.214
H 2.205 2.141 -0.202  0.400
H 0.326 -0.462 -1.833  0.209
H -1.711 -1.665 -2.107  0.213
H -4.070 -2.034 -1.598  0.220
H -6.341 -1.443 -1.553  0.176
H -5.888 -2.517 -0.198  0.175

Computed properties:
- Energy: -1391.977498 Ha
- SMILES: COc1ccc(/C=N/NC(=O)CSc2ccccc2)cc1OC
- E_HOMO: -0.2859 Ha
- Total charge: 0
- Energy above the lowest of the compared OMol25 structures with the same formula, charge and spin: 2.692 eV

***

(2)
The following is a quantum chemistry calculation of C30H40BrINP2Tc as an isolated structure in a non-equilibrium geometry, from OMol25.

Each line ends with the Löwdin charge.
Positions of all 76 atoms, in Å:
Tc -0.091 -0.336 -0.220  0.540
C 2.630 0.377 -3.045  -0.093
C 2.624 1.269 -1.802  -0.526
C 3.834 2.204 -1.743  -0.074
P 2.353 0.265 -0.284  1.027
C 3.655 -0.997 0.058  -0.506
C 5.048 -0.557 -0.409  -0.080
C 3.326 -2.382 -0.495  -0.106
C 2.306 1.358 1.149  -0.299
C 3.393 1.644 1.965  -0.038
C 3.236 2.460 3.078  -0.002
C 1.985 2.980 3.390  -0.005
C 0.892 2.712 2.584  0.007
C 1.048 1.908 1.449  -0.301
N -0.033 1.547 0.628  -0.087
C -1.061 2.467 0.453  -0.276
C -0.827 3.854 0.502  0.013
C -1.877 4.739 0.339  -0.002
C -3.171 4.268 0.141  0.006
C -3.408 2.900 0.049  -0.045
C -2.365 1.995 0.177  -0.279
P -2.516 0.226 -0.088  1.007
C -3.085 -0.058 -1.803  -0.548
C -4.483 0.424 -2.182  -0.061
C -2.006 0.560 -2.698  -0.122
C -3.547 -0.594 1.192  -0.529
C -3.857 -2.026 0.750  -0.091
C -4.803 0.191 1.573  -0.076
H 2.681 1.002 -3.936  0.102
H 1.730 -0.241 -3.125  0.040
H 3.498 -0.281 -3.061  0.079
H 1.718 1.895 -1.823  0.104
H 4.764 1.664 -1.905  0.078
H 3.901 2.748 -0.800  0.080
H 3.737 2.940 -2.541  0.102
H 3.646 -1.051 1.153  0.115
H 5.127 -0.596 -1.494  0.084
H 5.779 -1.258 -0.004  0.105
H 5.331 0.442 -0.083  0.070
H 3.213 -2.372 -1.580  0.077
H 2.423 -2.799 -0.050  0.031
H 4.146 -3.058 -0.258  0.104
H 4.369 1.234 1.750  0.114
H 4.087 2.678 3.708  0.134
H 1.859 3.586 4.277  0.134
H -0.085 3.089 2.852  0.132
H 0.177 4.229 0.635  0.132
H -1.687 5.803 0.362  0.135
H -3.993 4.963 0.037  0.135
H -4.418 2.553 -0.120  0.114
H -3.050 -1.149 -1.905  0.072
H -4.547 1.512 -2.175  0.082
H -5.259 0.016 -1.539  0.078
H -4.700 0.097 -3.200  0.105
H -2.031 1.649 -2.662  0.097
H -2.143 0.252 -3.735  0.109
H -0.977 0.243 -2.413  -0.007
H -2.894 -0.629 2.070  0.088
H -4.553 -2.043 -0.090  0.091
H -4.327 -2.562 1.574  0.104
H -2.960 -2.582 0.461  0.051
H -5.494 0.301 0.740  0.080
H -4.566 1.178 1.969  0.080
H -5.326 -0.359 2.356  0.104
Br -0.098 -1.644 1.649  0.947
C 0.057 -3.501 1.141  -0.619
C 0.240 -4.384 2.189  -0.085
C 0.337 -5.737 1.890  -0.012
C 0.248 -6.171 0.577  -0.011
C 0.059 -5.263 -0.459  -0.099
C -0.038 -3.910 -0.167  -0.672
I -0.290 -2.553 -1.751  1.252
H 0.310 -4.040 3.214  0.124
H 0.483 -6.446 2.693  0.136
H 0.325 -7.226 0.350  0.136
H -0.009 -5.613 -1.480  0.118

Computed properties:
- Energy: -4856.158518 Ha
- 2S+1: 4
- E_HOMO (alpha / beta): -0.6113 / -0.6403 Ha
- Total charge: +3
- Energy above the lowest of the compared OMol25 structures with the same formula, charge and spin: 0.205 eV

***

(3)
The following is a quantum chemistry calculation of a 3-piece molecular cluster, C6H18O4PS2 overall in a non-equilibrium geometry, from OMol25.

Each line ends with the natural charge from an NBO analysis.
Positions of all 31 atoms, in Å:
O 2.594 3.349 -0.081  -0.484
C 1.705 2.559 -0.004  0.788
O 0.399 2.899 0.265  -0.720
C 1.876 1.072 -0.255  -0.870
P 1.533 0.126 1.242  0.839
H 0.339 3.314 1.141  0.507
H 1.176 0.732 -1.034  0.363
H 2.907 0.893 -0.567  0.293
H 1.324 0.973 2.324  0.064
H 2.636 -0.665 1.539  0.085
H 0.397 -0.652 1.053  0.071
C -1.694 0.376 -4.119  -0.825
S -0.109 -0.437 -3.929  1.265
O 0.528 0.162 -2.710  -1.049
C 0.693 0.330 -5.334  -0.824
H -2.331 0.060 -3.295  0.242
H -1.553 1.456 -4.090  0.238
H -2.139 0.069 -5.064  0.243
H 0.667 1.413 -5.219  0.239
H 0.180 0.024 -6.245  0.242
H 1.723 -0.019 -5.360  0.249
C -1.278 -3.139 3.712  -0.825
S -0.601 -1.546 3.264  1.211
O 0.777 -1.388 3.819  -0.995
C -1.721 -0.552 4.249  -0.825
H -0.676 -3.907 3.231  0.253
H -1.236 -3.258 4.794  0.246
H -2.304 -3.196 3.354  0.247
H -1.630 -0.838 5.297  0.248
H -2.739 -0.705 3.894  0.245
H -1.443 0.493 4.129  0.238

Computed properties:
- Energy: -1677.772447 Ha
- E_HOMO: -0.4431 Ha
- Total charge: +1

***

(4)
The following is a quantum chemistry calculation of C23H25AsN3O3Pd as an isolated structure in a non-equilibrium geometry, from OMol25.

Each line ends with the natural charge from an NBO analysis.
Positions of all 56 atoms, in Å:
Pd -0.951 -0.083 0.139  1.085
N 0.853 1.243 -1.096  -0.869
C 0.332 2.609 -1.323  -0.214
C -0.274 3.150 -0.022  -0.521
C -1.243 2.108 0.448  0.725
O -2.132 1.633 -0.357  -0.610
O -1.067 1.542 1.564  -0.593
H 1.637 1.286 -0.452  0.377
H 1.190 0.855 -1.970  0.388
H -0.448 2.534 -2.079  0.220
H 1.102 3.291 -1.688  0.199
H -0.787 4.094 -0.210  0.258
H 0.480 3.298 0.749  0.235
C 3.825 -1.723 2.415  -0.433
N 2.421 -1.366 2.311  -0.583
C 1.751 -1.212 1.163  0.809
N 2.458 -1.162 0.011  -0.830
O 0.506 -1.096 1.186  -0.695
H 4.067 -1.857 3.465  0.241
H 4.466 -0.932 2.025  0.207
H 4.042 -2.658 1.896  0.207
H 1.842 -1.377 3.135  0.427
H 3.432 -1.409 -0.010  0.411
H 1.919 -1.289 -0.833  0.425
C -2.001 -6.367 -3.555  -0.200
C -2.866 -5.674 -2.720  -0.181
C -2.447 -4.507 -2.092  -0.262
C -1.157 -4.038 -2.299  -0.220
C -0.284 -4.742 -3.123  -0.257
C -0.708 -5.902 -3.755  -0.195
As -0.480 -2.386 -1.519  0.862
C -0.975 -1.241 -3.021  -0.314
C -0.210 -0.993 -4.149  -0.236
C -0.680 -0.110 -5.115  -0.192
C -1.909 0.518 -4.949  -0.200
C -2.681 0.263 -3.825  -0.190
C -2.217 -0.619 -2.857  -0.008
C -2.926 -0.958 -1.604  -0.053
C -4.207 -0.572 -1.256  -0.146
C -4.712 -0.905 -0.006  -0.146
C -3.958 -1.620 0.917  -0.226
C -2.683 -2.047 0.586  -0.186
C -2.169 -1.745 -0.694  -0.430
H -2.332 -7.272 -4.046  0.225
H -3.871 -6.039 -2.556  0.222
H -3.136 -3.976 -1.447  0.214
H 0.731 -4.390 -3.273  0.208
H -0.027 -6.446 -4.397  0.223
H 0.742 -1.493 -4.291  0.217
H -0.088 0.088 -5.999  0.226
H -2.266 1.210 -5.699  0.228
H -3.635 0.760 -3.703  0.220
H -4.807 0.009 -1.943  0.221
H -5.712 -0.587 0.262  0.231
H -4.367 -1.849 1.891  0.235
H -2.109 -2.662 1.268  0.240

Computed properties:
- Energy: -3644.877125 Ha
- E_HOMO (alpha / beta): -0.4108 / -0.4103 Ha
- Total charge: +1
- Energy above the lowest of the compared OMol25 structures with the same formula, charge and spin: 2.141 eV

***

(5)
The following is a quantum chemistry calculation of C32H41AsBeF6N7 as an isolated structure in a non-equilibrium geometry, from OMol25.

Each line ends with the Löwdin charge.
Positions of all 88 atoms, in Å:
Be 3.863 -3.796 -2.095  0.801
As -0.642 -1.179 1.919  0.912
F 0.833 -1.887 1.190  -0.326
F 0.135 0.321 2.544  -0.315
F -2.126 -0.508 2.648  -0.301
F -1.687 -2.557 1.349  -0.323
F -0.258 -1.988 3.466  -0.304
F -0.902 -0.281 0.320  -0.342
N 6.793 -1.070 0.813  0.089
C 6.591 -0.789 2.124  -0.125
C 7.416 0.043 2.876  -0.042
C 8.621 0.561 2.325  -0.019
C 8.844 0.337 0.940  -0.039
C 7.961 -0.510 0.233  -0.071
H 5.636 -1.063 2.548  0.116
H 7.077 0.112 3.899  0.111
H 9.085 1.133 3.115  0.111
H 9.809 0.605 0.536  0.107
H 8.265 -0.549 -0.802  0.103
N 3.765 -5.997 2.104  0.086
C 2.648 -6.307 2.856  -0.103
C 2.571 -6.714 4.183  -0.002
C 3.817 -6.771 4.885  -0.022
C 5.017 -6.611 4.177  -0.033
C 4.915 -6.151 2.861  -0.112
H 1.729 -6.070 2.342  0.114
H 1.597 -6.911 4.604  0.118
H 3.841 -7.051 5.928  0.111
H 5.967 -6.779 4.662  0.114
H 5.851 -6.050 2.332  0.101
N -5.840 -1.965 -4.517  0.085
C -5.067 -2.714 -3.700  -0.094
C -4.562 -3.940 -4.104  -0.023
C -4.892 -4.422 -5.394  -0.063
C -5.771 -3.726 -6.196  -0.042
C -6.105 -2.442 -5.748  -0.103
H -4.997 -2.286 -2.711  0.120
H -3.833 -4.478 -3.517  0.110
H -4.608 -5.430 -5.657  0.108
H -6.120 -4.290 -7.049  0.113
H -6.840 -1.928 -6.350  0.111
N 1.376 -3.213 -6.205  0.076
C 1.771 -3.919 -7.311  -0.139
C 1.248 -3.784 -8.595  -0.067
C 0.232 -2.866 -8.714  -0.058
C -0.326 -2.140 -7.610  -0.050
C 0.254 -2.416 -6.413  -0.141
H 2.487 -4.714 -7.162  0.099
H 1.520 -4.423 -9.422  0.111
H -0.244 -2.800 -9.681  0.106
H -1.268 -1.629 -7.747  0.109
H -0.237 -1.979 -5.557  0.106
C 3.130 4.581 0.124  -0.083
C 1.835 4.474 -0.728  -0.279
C 2.019 3.925 -2.106  -0.205
C 2.606 2.514 -2.145  -0.189
N 3.054 1.433 -2.181  0.105
H 2.836 4.908 1.122  0.071
H 3.727 5.361 -0.347  0.072
H 3.669 3.634 0.153  0.065
H 1.410 5.462 -0.908  0.109
H 1.025 3.899 -0.279  0.114
H 2.579 4.663 -2.680  0.115
H 1.035 3.873 -2.573  0.113
C -6.032 2.800 0.738  -0.100
C -6.981 3.907 0.282  -0.252
C -7.003 5.025 1.309  -0.242
C -7.270 4.745 2.663  -0.242
N -7.562 4.526 3.792  0.144
H -5.990 2.063 -0.064  0.070
H -6.505 2.339 1.605  0.073
H -5.042 3.137 1.045  0.084
H -8.038 3.691 0.130  0.111
H -6.648 4.270 -0.690  0.104
H -7.773 5.738 1.016  0.122
H -6.159 5.714 1.262  0.127
C -1.160 3.846 6.563  -0.090
C -2.316 4.491 5.706  -0.262
C -1.915 5.682 4.932  -0.219
C -3.007 6.665 4.755  -0.223
N -3.791 7.487 4.691  0.137
H -0.757 4.512 7.326  0.060
H -0.231 3.654 6.026  0.068
H -1.542 2.996 7.127  0.069
H -3.213 4.698 6.290  0.113
H -2.596 3.737 4.970  0.109
H -1.424 5.306 4.034  0.123
H -1.175 6.227 5.518  0.116

Computed properties:
- Energy: -4476.286108 Ha
- E_HOMO: -0.4220 Ha
- Total charge: +1
- Energy above the lowest of the compared OMol25 structures with the same formula, charge and spin: 16.338 eV

***

(6)
The following is a quantum chemistry calculation of an isolated ion of composition C8H12N3S and charge +1 in a non-equilibrium geometry, from OMol25.

Each line ends with the natural charge from an NBO analysis.
Positions of all 24 atoms, in Å:
C 3.284 0.865 0.882  -0.022
C 1.955 1.239 1.121  -0.169
C 2.110 -0.513 -0.299  0.365
C -0.952 1.072 -0.130  0.132
C -1.913 -1.359 1.477  0.138
C -2.548 -1.122 0.222  -0.630
C 1.650 -1.569 -1.143  -0.665
C -0.504 2.404 -0.596  -0.702
N 3.329 -0.120 -0.091  -0.420
N 1.254 0.339 0.311  -0.205
N -0.094 0.171 0.203  -0.258
S -2.607 0.725 0.055  0.390
H 4.091 1.273 1.381  0.219
H 1.642 1.896 1.871  0.238
H -1.982 -0.736 2.367  0.238
H -1.309 -2.179 1.580  0.205
H -2.254 -1.541 -0.647  0.270
H -3.654 -1.506 0.403  0.341
H 1.340 -2.408 -0.546  0.230
H 0.800 -1.278 -1.676  0.221
H 2.375 -2.075 -1.779  0.273
H 0.608 2.454 -0.972  0.283
H -0.745 3.066 0.124  0.253
H -1.126 2.854 -1.507  0.274

Computed properties:
- Energy: -874.051250 Ha
- E_HOMO (alpha / beta): -0.4372 / -0.4348 Ha
- Total charge: +1
- Energy above the lowest of the compared OMol25 structures with the same formula, charge and spin: 5.426 eV

***

(7)
The following is a quantum chemistry calculation of C10H9AsF9N2O10S2V as an isolated structure in a non-equilibrium geometry, from OMol25.

Each line ends with the Löwdin charge.
Positions of all 44 atoms, in Å:
V 0.813 -0.446 1.567  1.184
C -3.157 -0.411 -5.426  -0.037
C -2.128 -0.291 -4.341  -0.244
C -0.864 0.231 -4.612  -0.019
C 0.078 0.374 -3.609  -0.034
C -0.259 -0.024 -2.321  -0.280
C -1.506 -0.559 -2.020  -0.026
C -2.432 -0.684 -3.036  -0.005
S 0.927 0.147 -1.062  0.716
O 2.020 0.922 -1.542  -0.216
O 1.199 -1.166 -0.409  -0.302
N 0.217 0.757 0.255  -0.273
C -0.075 2.116 0.586  -0.085
C 0.007 2.156 2.100  -0.448
O -0.138 3.075 2.821  0.213
O 0.317 0.885 2.602  -0.100
H -2.703 -0.349 -6.414  0.080
H -3.890 0.394 -5.343  0.093
H -3.698 -1.354 -5.351  0.086
H -0.615 0.530 -5.622  0.120
H 1.056 0.788 -3.813  0.119
H -1.748 -0.874 -1.017  0.085
H -3.407 -1.099 -2.812  0.127
H -1.083 2.406 0.288  0.150
H 0.652 2.812 0.159  0.153
O 1.619 -2.803 4.625  0.196
N 1.288 -1.705 4.357  -0.415
O 1.064 -0.736 4.993  0.189
O 1.103 -1.509 2.935  -0.162
F -0.757 -1.608 1.204  -0.332
As -2.552 -1.460 1.989  0.803
F -1.721 -1.139 3.454  -0.202
F -2.382 0.215 1.571  -0.215
F -4.099 -1.274 2.647  -0.182
F -3.106 -1.766 0.392  -0.214
F -2.429 -3.134 2.263  -0.190
F 4.462 2.303 1.270  0.166
C 4.243 1.671 2.414  -0.669
F 5.297 1.805 3.204  0.169
F 3.176 2.199 3.007  0.159
S 3.946 -0.125 2.108  0.647
O 3.784 -0.736 3.382  -0.214
O 4.906 -0.565 1.164  -0.197
O 2.577 0.035 1.390  -0.393

Computed properties:
- Energy: -6123.327808 Ha
- E_HOMO: -0.3930 Ha
- Total charge: 0
- Energy above the lowest of the compared OMol25 structures with the same formula, charge and spin: 0.140 eV